[1]
14
Properties=species:S:1:pos:R:3 method="wB97M-V/def2-TZVPD" e_lumo_ha=0.027 mol_weight_g_mol=88.110 homo_energy_ev=-8.8 smiles="CN(C)C(N)=O"
C -1.51 -1.20 0.30
N -0.38 -0.24 0.06
C -0.23 1.49 -0.25
C 0.87 -0.73 0.09
N 1.71 0.40 -0.19
O 1.29 -1.86 0.29
H -1.10 -2.22 0.41
H -2.08 -0.99 1.22
H -2.22 -1.23 -0.53
H 0.53 2.10 -0.81
H -1.15 1.61 -0.79
H -0.22 1.92 0.75
H 2.13 0.33 -1.10
H 2.35 0.61 0.54

***

[2]
14
Properties=species:S:1:pos:R:3 method="wB97M-V/def2-TZVPD" e_lumo_ha=0.035 mol_weight_g_mol=88.110 homo_energy_ev=-9.3 smiles="N/N=C/CCO"
N -2.56 -0.62 -0.11
N -1.17 -0.55 -0.12
C -0.62 0.60 -0.20
C 0.87 0.89 -0.23
C 1.72 -0.20 0.33
O 1.68 -1.37 -0.42
H -2.97 0.31 0.18
H -2.79 -1.32 0.62
H -1.28 1.45 -0.43
H 1.13 1.03 -1.31
H 1.11 1.77 0.29
H 2.78 0.15 0.41
H 1.35 -0.43 1.30
H 0.76 -1.72 -0.31

***

[3]
14
Properties=species:S:1:pos:R:3 method="wB97M-V/def2-TZVPD" e_lumo_ha=0.034 mol_weight_g_mol=88.110 homo_energy_ev=-9.4 smiles="CNC(=O)CN"
C 1.44 1.01 -1.41
N 0.40 0.25 -0.75
C 0.45 0.09 0.58
O 1.15 0.78 1.31
C -0.60 -0.86 1.17
N -1.84 -0.80 0.38
H 1.44 0.73 -2.45
H 2.36 0.79 -0.88
H 1.34 2.09 -1.29
H -0.48 0.05 -1.21
H -0.13 -1.84 1.16
H -0.77 -0.53 2.19
H -2.44 -0.08 0.75
H -2.31 -1.69 0.45

***

no.,E (Ha)
1,-303.7737
2,-303.8011
3,-303.8655